1.
The following is a DFT calculation (wB97M-V/def2-TZVPD) of a 7-piece molecular cluster, C28H75N5O11 overall in a non-equilibrium geometry.

Calculated values
2S+1   1
SMILES   COC[C@H](C)N.COC[C@H](C)N.COC[C@H](C)N.COCCNCCOC.COCCNCCOC.OCCO.OCCO
Energy relative to the best compared isomer or geometry (same formula, charge and spin)   108.5 kcal per mole
E_HOMO   -8.60 eV

Element x y z (Å)
O (-1.38397, 8.01254, -27.80052)
O (-9.16034, 6.56518, -22.11536)
O (-11.18553, 8.49446, -13.38941)
O (-3.70631, 14.56546, -20.50699)
O (-6.50997, 17.36024, -10.14817)
O (1.86852, 13.39394, -26.14901)
O (4.33951, 13.51069, -19.35211)
O (1.54664, 22.33810, -23.29057)
O (-7.21328, 14.98027, -12.93704)
O (4.19997, 21.86149, -27.10183)
O (-12.27508, 9.76370, -15.97751)
N (1.74327, 12.46300, -19.61763)
N (-9.86150, 9.11249, -24.72396)
N (-5.15888, 14.24106, -18.25194)
N (3.53313, 23.92497, -24.94539)
N (0.10201, 11.42726, -27.38666)
C (-9.16550, 7.83793, -22.67478)
C (2.24829, 24.42483, -24.40509)
C (-9.75615, 7.73606, -24.08233)
C (-6.57201, 16.02480, -12.28547)
C (-4.93613, 13.05457, -19.03327)
C (3.67809, 24.10660, -26.42006)
C (2.28399, 12.81475, -18.30096)
C (-8.83719, 6.84217, -25.00669)
C (-4.66445, 13.49357, -20.53710)
C (-10.77780, 8.27706, -14.75885)
C (5.64271, 13.95949, -19.09649)
C (-3.39498, 14.91965, -21.83513)
C (-7.19671, 16.36841, -10.88558)
C (-2.55165, 7.44063, -27.26786)
C (-6.22030, 12.18603, -19.04712)
C (4.73542, 23.22041, -27.01728)
C (1.14557, 23.29475, -24.33964)
C (5.30126, 20.90125, -27.05854)
C (1.53085, 12.04369, -17.18806)
C (-8.49532, 6.48597, -20.81348)
C (1.25802, 13.70357, -27.38597)
C (0.79453, 12.45113, -28.22032)
C (3.84900, 12.59050, -18.32761)
C (2.05065, 14.55706, -25.34364)
C (-1.12511, 9.34371, -27.17464)
C (-11.91845, 8.42924, -15.82870)
C (0.77843, 21.07602, -23.44772)
C (0.05437, 10.00701, -27.86770)
H (-12.79222, 7.91441, -15.42924)
H (-8.86108, 5.78037, -24.76152)
H (-7.22038, 15.39301, -10.39964)
H (-0.03104, 12.84342, -28.81416)
H (5.44616, 14.50438, -18.17315)
H (0.60942, 11.64296, -26.54042)
H (-4.46243, 14.83556, -18.67812)
H (-6.83198, 14.89885, -13.81430)
H (-10.76619, 7.32730, -24.05355)
H (-3.48554, 7.80375, -27.69692)
H (1.88455, 13.82798, -18.25717)
H (1.14531, 14.78581, -24.78140)
H (-2.01826, 9.96677, -27.22097)
H (-11.81644, 9.20132, -13.54401)
H (2.71019, 24.21291, -26.90992)
H (0.99526, 9.52193, -27.60783)
H (1.75619, 12.43114, -16.19448)
H (2.64431, 15.29476, -25.88354)
H (0.42124, 14.34192, -27.10245)
H (2.01438, 14.25532, -27.94416)
H (1.94194, 25.26793, -25.02431)
H (0.20572, 23.78422, -24.08433)
H (-7.44114, 6.31151, -21.02877)
H (4.08621, 25.09259, -26.64224)
H (-9.74545, 8.54697, -22.08399)
H (-4.06240, 12.57875, -18.58798)
H (-8.24456, 16.65236, -10.98301)
H (4.79657, 19.93520, -27.06996)
H (0.44246, 12.10239, -17.19644)
H (-12.79254, 9.87611, -15.17675)
H (-2.69516, 15.74389, -21.97292)
H (1.08372, 20.45883, -24.29269)
H (4.96206, 23.52834, -28.03802)
H (-4.41599, 12.73073, -21.27497)
H (-10.38812, 9.62771, -24.03308)
H (-4.24416, 15.16689, -22.47222)
H (-5.79763, 16.84529, -9.76217)
H (-6.26236, 11.49862, -18.20225)
H (5.95644, 20.96959, -27.92697)
H (-5.48879, 15.95428, -12.18669)
H (-0.29029, 21.24580, -23.57851)
H (0.87534, 20.45174, -22.55947)
H (0.00447, 10.07139, -28.95466)
H (-6.73075, 16.92683, -12.87644)
H (-7.15106, 12.75146, -19.00180)
H (-11.72523, 7.94997, -16.78843)
H (5.95989, 14.46156, -20.01051)
H (-2.73395, 7.58554, -26.20303)
H (-10.30943, 7.29313, -14.73383)
H (-2.65796, 6.37878, -27.48983)
H (6.51400, 13.34198, -18.87819)
H (-5.95987, 14.74607, -18.60332)
H (-5.64033, 13.81949, -20.89700)
H (-0.98067, 9.24755, -26.09854)
H (-10.52036, 9.13529, -25.48915)
H (4.36146, 12.76229, -17.38104)
H (4.26013, 11.61083, -18.57116)
H (-8.37997, 7.37467, -20.19299)
H (1.85861, 11.46135, -19.67673)
H (-8.83834, 5.65869, -20.19216)
H (-8.13631, 8.19671, -22.68655)
H (1.88315, 11.01373, -17.24435)
H (3.62740, 22.92955, -24.80270)
H (5.61850, 23.15755, -26.38142)
H (2.53224, 12.59072, -20.23514)
H (5.94975, 20.95956, -26.18438)
H (-6.21311, 11.57738, -19.95133)
H (2.49513, 24.70853, -23.38201)
H (-2.84049, 14.13593, -22.35129)
H (-7.84828, 7.29902, -25.04460)
H (1.04858, 22.96446, -25.37386)
H (-9.19918, 6.89955, -26.03323)
H (1.63365, 12.04224, -28.78319)
H (-9.90291, 8.91936, -14.85942)
H (2.75501, 14.09445, -24.65228)

Atoms 1-6, force components in eV/Å:
O 0.2 1.5 1.3
O -0.3 -0.7 2.2
O -0.9 0.1 -1.3
O -0.5 -0.4 -1.0
O 0.1 -0.8 -0.4
O -0.3 -0.6 -0.4

2.
The following is a DFT calculation (wB97M-V/def2-TZVPD) of C44H63EuF2N4O8P2Si as an isolated structure in a non-equilibrium geometry.

Calculated values
2S+1   8
Charge   -1
Energy relative to the best compared isomer or geometry (same formula, charge and spin)   0.0 kcal per mole
E_HOMO (alpha / beta)   -0.45 / -5.06 eV

Element x y z (Å)
Eu (1.07738, -1.66054, 0.10817)
P (0.39268, 2.58735, -0.85870)
P (-2.63682, 0.00117, -1.09313)
Si (-1.35176, 0.89061, 1.55632)
F (6.60551, -3.99482, -3.39477)
F (-0.08523, 0.24068, 0.60145)
O (3.07711, -1.04832, 1.09048)
O (0.30999, -2.39913, -1.66808)
O (4.77950, -6.16781, -3.25553)
O (0.95315, -4.28494, 0.56177)
O (-0.41150, -2.79512, 4.32820)
O (3.53866, -4.83923, 0.88467)
O (1.68089, -0.23746, -1.69864)
O (3.10342, -2.35825, -0.67977)
N (4.27011, -5.52454, -1.13641)
N (5.20711, -3.65376, -0.10628)
N (-0.90005, -1.83260, -1.14681)
N (0.18670, -2.12112, 2.14711)
C (-0.74503, 4.26853, -2.75313)
C (4.94309, -2.57334, 0.81823)
C (4.95352, -5.39732, -2.34802)
C (1.96732, 2.55919, 0.18868)
C (-3.05683, -1.04088, 2.77874)
C (-1.88191, 5.46023, 1.07942)
C (0.23431, 6.26685, -3.90288)
C (3.59244, -1.92942, 0.38400)
C (5.92994, -3.43228, -1.24182)
C (3.48231, 3.41075, 1.94725)
C (-6.53624, 0.22507, -2.84518)
C (-0.10466, -2.45996, 3.24044)
C (4.38533, 3.15362, -0.41367)
C (-4.23389, 0.53339, -1.93337)
C (-4.70884, 1.76956, -1.16454)
C (-1.08433, -0.49436, -3.25302)
C (-0.47032, 1.05607, 3.23826)
C (-1.65515, 2.68360, 1.06624)
C (-1.82235, -1.32522, -2.19155)
C (3.20656, 2.21568, -0.66739)
C (1.55766, 5.08910, -2.11814)
C (-2.68086, -0.45104, 1.57853)
C (-2.82515, 4.69488, 1.74308)
C (-5.87510, 2.44074, -1.88508)
C (-3.91635, -2.12452, 2.79075)
C (1.62462, 5.83981, -3.44791)
C (-0.86973, 4.83912, 0.37098)
C (2.23999, 3.73885, 1.11915)
C (-4.39830, -2.63302, 1.59734)
C (-2.93582, -2.16744, -4.31570)
C (-1.67633, -2.01284, -5.17284)
C (-4.04879, -2.04505, 0.39382)
C (-5.39242, -0.44553, -2.08506)
C (-0.53187, -1.37749, -4.37061)
C (4.28031, -4.67519, -0.06710)
C (-0.75650, 3.45259, 0.31202)
C (-2.68355, 3.32120, 1.75815)
C (5.85440, -4.24891, -2.30967)
C (-0.65895, 5.04087, -4.06776)
C (0.64496, 3.86912, -2.24600)
C (4.73353, 3.21801, 1.07214)
C (-2.56238, -2.48826, -2.87246)
C (-3.20541, -0.94128, 0.37508)
C (-7.02397, 1.45637, -2.08850)
H (3.57426, -6.26513, -1.09794)
H (-0.24934, 4.39717, -4.84966)
H (-3.44260, -2.78707, -2.30254)
H (3.65577, 4.19681, 2.68293)
H (-1.91187, -1.39619, -6.04196)
H (-4.19358, -2.58892, 3.72606)
H (-7.83246, 1.93595, -2.64334)
H (-3.88276, 2.47797, -1.06153)
H (-7.42059, 1.14965, -1.11774)
H (-1.87131, -3.33759, -2.87559)
H (3.28937, 2.49010, 2.49888)
H (-2.66389, -0.67007, 3.71246)
H (3.52275, 1.19948, -0.41900)
H (1.77833, 1.69260, 0.83882)
H (-1.94142, 6.54039, 1.10139)
H (4.83059, -2.97202, 1.82793)
H (-3.91635, 0.85999, -2.93361)
H (-1.39871, -2.62228, -0.70671)
H (-5.08105, -1.33640, -2.62862)
H (2.95939, 2.23624, -1.73225)
H (-6.19085, 0.52276, -3.83918)
H (-4.42419, -2.47590, -0.52184)
H (1.15241, -1.07705, -1.96691)
H (-0.29540, 0.08157, -2.76531)
H (2.26699, 6.71538, -3.33673)
H (-3.64488, 5.17004, 2.26201)
H (5.74584, -1.83922, 0.78955)
H (4.15879, 4.15737, -0.77735)
H (-3.38746, 2.72088, 2.31676)
H (-1.25187, 4.89394, -2.01645)
H (-5.53397, 2.79560, -2.86127)
H (-0.16902, 0.08715, 3.62579)
H (-1.78428, 0.22726, -3.68547)
H (-7.35419, -0.48819, -2.97382)
H (5.25194, 2.80075, -0.97939)
H (-0.14422, 5.46291, -0.12307)
H (-5.01442, 1.46835, -0.15828)
H (1.20603, 5.78254, -1.35522)
H (-6.21598, 3.30704, -1.31259)
H (5.23974, 2.29467, 1.36010)
H (2.47060, -0.26227, -2.25371)
H (1.09284, 3.23566, -3.02957)
H (-1.36970, -2.99396, -5.53976)
H (-3.52003, -1.24683, -4.33752)
H (1.85327, -4.65096, 0.67207)
H (-1.09490, 1.54030, 3.98206)
H (-0.20284, 6.93615, -3.15805)
H (0.09848, -0.78632, -5.03704)
H (-3.56399, -2.96193, -4.72494)
H (2.39266, 4.66278, 0.56575)
H (-1.66096, 5.34720, -4.37826)
H (2.07003, 5.19531, -4.20822)
H (6.58601, -2.57346, -1.24605)
H (5.43957, 4.03476, 1.23425)
H (0.08682, -2.15751, -3.92617)
H (-5.75153, -0.73997, -1.09711)
H (0.42538, 1.66439, 3.13167)
H (0.53137, -4.40559, 1.42547)
H (1.38675, 3.89666, 1.78253)
H (2.56063, 4.76702, -1.84477)
H (-5.04148, -3.50143, 1.59938)
H (-1.34948, 3.36585, -2.88540)
H (0.30219, 6.81521, -4.84532)

Atoms 1-6, force components in eV/Å:
Eu -1.4 0.1 3.2
P 0.3 0.7 0.0
P -1.3 -1.2 0.5
Si -0.9 -1.9 0.9
F -0.1 -0.2 0.1
F -0.2 1.2 0.5

3.
The following is a DFT calculation (wB97M-V/def2-TZVPD) of one molecule with the formula CH2ClFP2 in a non-equilibrium geometry.

Calculated values
2S+1   1
SMILES   FP1#[PH][C@H]1Cl
Energy relative to the best compared isomer or geometry (same formula, charge and spin)   4.9 kcal per mole
E_HOMO   -9.80 eV

Element x y z (Å)
Cl (0.53886, 1.10938, -1.76963)
P (-0.49983, -1.25093, -0.18954)
P (0.88426, -0.17186, 1.10192)
F (-1.86933, -1.48112, 0.81694)
C (-0.19389, 0.59079, -0.24897)
H (-0.83220, 1.48182, 0.12604)
H (1.97213, -0.27808, 0.16325)

Atoms 1-6, force components in eV/Å:
Cl 0.1 -0.2 0.0
P -1.8 0.2 0.7
P 0.3 0.6 -0.7
F 2.0 0.6 -1.2
C -1.0 1.4 1.2
H 0.6 -2.1 -0.6

| no. | DFT total energy (eV) |
| --- | --- |
| 1 | -60214.39819 |
| 2 | -120216.50994 |
| 3 | -34886.36075 |